The following is a DFT calculation (ωB97M-V/def2-TZVPD) of a 2-piece molecular cluster, C5H11O2 overall.

The electronic energy comes out at -347.62274 hartree. For the LUMO energy, the calculation gives 0.1335 Ha. As for the charge: -1. As for the strongest force on any atom: 3.95 eV/Å. The energy above the lowest of the compared OMol25 structures with the same formula, charge and spin comes out at 70.7 kJ/mol.

Last column: Löwdin charge in e.
Element x y z (Å)
C1 -1.50 0.16 -1.34  -0.179
C2 -0.17 -0.03 -2.09  -0.148
C3 -1.72 1.75 -1.35  -0.750
O1 -2.02 2.32 -0.27  -0.119
O2 -1.36 2.36 -2.38  -0.116
H1 -2.34 -0.35 -1.74  0.068
H2 -1.45 0.01 -0.25  0.081
H3 -0.22 0.23 -3.15  0.062
H4 -0.04 -1.13 -2.02  0.052
H5 0.69 0.42 -1.62  0.055
C4 1.15 -0.31 2.68  -0.176
C5 1.37 -1.10 1.41  -0.189
H6 1.03 -1.02 3.52  0.061
H7 2.04 0.32 2.92  0.062
H8 0.33 0.44 2.58  0.074
H9 2.34 -1.61 1.33  0.059
H10 0.63 -1.91 1.30  0.067
H11 1.26 -0.55 0.49  0.036

***

The following is a DFT calculation (ωB97M-V/def2-TZVPD) of C3H8O2Si as an isolated structure.

The electronic energy comes out at -558.99402 hartree. For the LUMO energy, the calculation gives 0.0209 Ha. As for the strongest force on any atom: 3.41 eV/Å. The energy above the lowest of the compared OMol25 structures with the same formula, charge and spin comes out at 411.0 kJ/mol.

Last column: Löwdin charge in e.
Element x y z (Å)
C1 -2.29 -0.29 -0.56  -0.068
C2 -1.53 -0.08 0.54  -0.146
C3 1.50 -0.64 -0.54  -0.361
O1 0.58 -1.71 -0.63  -0.180
O2 1.33 2.09 0.23  -0.250
Si1 0.82 0.55 0.71  0.738
H1 -3.32 -0.52 -0.40  0.043
H2 -1.81 -0.33 -1.50  0.040
H3 -1.81 0.05 1.56  -0.010
H4 2.38 -1.07 -0.16  0.053
H5 1.75 -0.17 -1.53  0.102
H6 -0.26 -1.57 -0.10  0.024
H7 1.16 3.01 0.42  0.041
H8 1.49 0.69 1.98  -0.025

***

The following is a DFT calculation (ωB97M-V/def2-TZVPD) of one molecule with the formula C13H21BOS.

The electronic energy comes out at -1006.18921 hartree. For the LUMO energy, the calculation gives 0.0255 Ha. The structure (SMILES) is CCCB(CCC)Sc1ccc(OC)cc1. As for the strongest force on any atom: 3.79 eV/Å.

Last column: Löwdin charge in e.
Element x y z (Å)
C1 4.32 -0.06 -1.21  -0.086
C2 4.25 -0.25 0.32  -0.261
C3 3.23 -1.25 0.84  -0.198
B1 1.76 -0.84 0.44  -0.569
C4 1.18 0.49 1.18  -0.186
C5 0.79 1.58 0.24  -0.302
C6 0.19 2.69 1.06  -0.110
S1 0.78 -1.95 -0.63  1.054
C7 -0.83 -1.45 -0.46  -0.636
C8 -1.52 -1.03 -1.61  -0.089
C9 -2.75 -0.37 -1.50  -0.019
C10 -3.37 -0.33 -0.27  -0.264
O1 -4.64 0.08 0.13  -0.111
C11 -5.73 -0.14 -0.78  -0.072
C12 -2.74 -0.87 0.89  0.023
C13 -1.46 -1.38 0.75  -0.116
H1 5.30 0.23 -1.69  0.094
H2 3.41 0.39 -1.60  0.062
H3 4.20 -1.05 -1.62  0.056
H4 5.19 -0.58 0.74  0.096
H5 4.10 0.70 0.84  0.096
H6 3.30 -2.22 0.40  0.074
H7 3.33 -1.39 1.88  0.099
H8 2.02 0.92 1.73  0.100
H9 0.34 0.23 1.80  0.083
H10 0.11 1.10 -0.50  0.104
H11 1.57 1.92 -0.47  0.118
H12 0.99 3.19 1.61  0.078
H13 -0.11 3.56 0.47  0.067
H14 -0.61 2.28 1.68  0.083
H15 -1.07 -1.25 -2.55  0.097
H16 -3.41 -0.17 -2.38  0.130
H17 -5.47 -0.88 -1.53  0.080
H18 -6.64 -0.44 -0.30  0.075
H19 -5.99 0.82 -1.33  0.104
H20 -3.18 -0.69 1.88  0.129
H21 -0.81 -1.61 1.60  0.116

***

The following is a DFT calculation (ωB97M-V/def2-TZVPD) of C4H10NO as an isolated structure.

The electronic energy comes out at -288.03447 hartree. For the LUMO energy, the calculation gives -0.1377 Ha. As for the charge: +1. As for the strongest force on any atom: 6.63 eV/Å. The energy above the lowest of the compared OMol25 structures with the same formula, charge and spin comes out at 337.7 kJ/mol.

Last column: Löwdin charge in e.
Element x y z (Å)
C1 1.57 0.18 -1.69  -0.012
C2 1.34 -0.68 -0.76  0.032
C3 -0.43 1.32 0.37  -0.025
C4 -0.01 -0.03 0.61  -0.533
N1 -1.12 -0.99 0.15  0.197
O1 0.54 -0.29 1.79  0.085
H1 2.18 -0.10 -2.59  0.097
H2 1.20 1.23 -1.72  0.078
H3 1.46 -1.66 -0.52  0.054
H4 -1.43 1.44 0.74  0.106
H5 0.23 1.97 0.86  0.108
H6 -0.56 1.44 -0.71  0.097
H7 -1.47 -0.44 -0.70  0.185
H8 -1.88 -1.17 0.95  0.235
H9 -0.84 -1.86 -0.36  0.170
H10 0.10 0.29 2.41  0.126

***

The following is a DFT calculation (ωB97M-V/def2-TZVPD) of C26H37AgF2NO9PbS as an isolated structure.

The electronic energy comes out at -2682.41704 hartree. For the LUMO energy (alpha / beta), the calculation gives -0.0564 / -0.1057 Ha. Its spin multiplicity is 2. As for the strongest force on any atom: 5.84 eV/Å.

Last column: Mulliken spin population.
Element x y z (Å)
Pb1 6.90 -4.17 -9.81  -0.005
Ag1 6.41 -7.79 -7.81  0.000
C1 8.37 -5.43 -6.71  0.001
O1 7.63 -5.81 -7.83  0.002
H1 8.95 -4.52 -6.90  0.000
H2 7.66 -5.07 -5.98  0.000
H3 8.99 -6.18 -6.23  0.000
C2 7.38 0.55 -7.99  0.028
C3 6.50 -0.68 -8.04  -0.022
C4 5.17 -0.39 -7.42  0.034
C5 4.14 0.42 -8.33  -0.012
C6 4.00 -0.26 -9.68  0.022
C7 5.31 -0.56 -10.43  -0.012
N1 6.27 -1.17 -9.47  0.427
O2 7.55 -1.61 -10.13  0.500
C8 5.76 0.74 -11.20  0.033
C9 4.87 -1.58 -11.42  0.012
C10 7.13 -1.81 -7.23  0.007
H4 8.33 0.37 -8.50  0.000
H5 7.55 0.80 -6.94  0.002
H6 6.98 1.52 -8.30  -0.002
H7 5.21 0.20 -6.51  0.000
H8 4.70 -1.35 -7.21  -0.013
H9 4.42 1.47 -8.44  0.000
H10 3.16 0.41 -7.84  0.000
H11 3.28 0.33 -10.25  0.000
H12 3.53 -1.20 -9.40  0.001
H13 6.72 0.56 -11.69  0.001
H14 6.00 1.56 -10.53  -0.002
H15 4.93 1.01 -11.85  0.001
H16 4.02 -1.21 -12.00  -0.001
H17 4.61 -2.55 -11.01  -0.003
H18 5.57 -1.75 -12.24  0.000
H19 8.07 -2.11 -7.69  0.004
H20 6.48 -2.67 -7.32  -0.005
H21 7.25 -1.61 -6.16  -0.001
S1 4.39 -6.03 -8.92  0.001
O3 4.38 -6.59 -7.57  0.000
O4 4.77 -4.61 -8.88  0.001
O5 5.46 -6.75 -9.59  -0.001
O6 3.14 -6.30 -9.66  0.000
C11 2.17 -4.34 -5.77  0.000
C12 3.44 -5.01 -5.22  0.000
C13 4.71 -4.30 -5.59  0.000
O7 4.90 -3.49 -4.46  0.000
C14 4.38 -4.04 -3.40  0.000
O8 4.64 -3.67 -2.29  0.000
O9 3.46 -4.96 -3.77  0.000
H22 1.27 -4.90 -5.53  0.000
H23 2.30 -4.31 -6.85  0.000
H24 2.04 -3.30 -5.46  0.000
H25 3.49 -6.05 -5.54  0.000
H26 4.80 -3.90 -6.60  0.001
H27 5.46 -5.09 -5.56  0.000
F1 9.57 -0.57 -1.15  0.000
C15 10.09 -1.25 -2.20  0.000
C16 9.19 -2.03 -2.98  0.000
C17 9.72 -2.82 -4.04  0.000
C18 11.12 -2.90 -4.25  0.000
C19 11.95 -2.16 -3.39  0.000
C20 11.44 -1.33 -2.46  0.000
H28 8.13 -1.93 -2.79  0.000
H29 9.01 -3.35 -4.65  0.000
H30 11.56 -3.55 -4.98  0.000
H31 13.03 -2.24 -3.45  0.000
H32 12.13 -0.72 -1.88  0.000
F2 14.85 -9.34 -5.80  0.000
C21 13.62 -9.02 -6.33  0.000
C22 12.91 -7.96 -5.80  0.000
C23 11.77 -7.44 -6.44  0.000
C24 11.32 -7.97 -7.65  0.000
C25 12.00 -9.05 -8.14  0.000
C26 13.15 -9.56 -7.52  0.000
H33 13.26 -7.57 -4.86  0.000
H34 11.19 -6.63 -6.03  0.000
H35 10.52 -7.54 -8.22  0.000
H36 11.73 -9.58 -9.04  0.000
H37 13.69 -10.33 -8.05  0.000